C20H28F4IN6Y | ωB97M-V/def2-TZVPD

Properties
2S+1 = 1
Frontier orbital gap = 7.845 eV
LUMO = -6.1 eV
Total charge = +2
HOMO = -13.97 eV

Cartesian coordinates (Å):
Y1 -0.786 0.407 -0.293
C1 -3.207 2.448 -0.752
N1 -1.744 2.641 -1.003
C2 -1.481 3.234 -2.336
C3 -1.214 3.493 0.059
C4 -1.381 2.935 1.515
N2 -1.203 1.495 1.550
C5 -1.724 0.651 2.521
C6 -2.640 -0.358 2.161
F1 -2.673 -0.584 0.757
C7 -3.325 -1.107 3.107
F2 -4.152 -2.034 2.550
C8 -3.155 -0.834 4.482
C9 -2.202 0.099 4.871
F3 -2.087 0.324 6.149
C10 -1.483 0.869 3.896
F4 -0.743 1.904 4.353
H1 -3.775 3.314 -1.145
H2 -3.410 2.432 0.325
H3 -3.560 1.550 -1.208
H4 -1.779 4.214 -2.390
H5 -2.005 2.670 -3.079
H6 -0.368 3.246 -2.495
H7 -1.688 4.453 0.048
H8 -0.145 3.608 -0.088
H9 -2.405 3.204 1.856
H10 -0.637 3.516 2.160
H11 -3.790 -1.242 5.183
I1 1.410 1.224 -6.352
C11 1.465 1.523 -4.301
C12 2.438 2.296 -3.718
C13 2.576 2.367 -2.351
C14 1.611 1.699 -1.584
N3 0.659 0.977 -2.158
C15 0.601 0.827 -3.509
H12 3.181 2.743 -4.399
H13 3.458 2.860 -1.939
H14 1.551 1.773 -0.463
H15 -0.207 0.148 -3.868
C16 2.858 -4.441 -0.908
N4 2.385 -3.044 -0.938
C17 3.039 -2.249 -1.922
C18 1.421 -2.546 -0.142
N5 0.693 -1.487 -0.560
N6 1.205 -3.101 1.078
C19 -0.042 -2.867 1.763
C20 2.320 -3.667 1.890
H16 3.817 -4.525 -0.331
H17 2.958 -4.776 -1.953
H18 2.126 -5.031 -0.335
H19 3.751 -2.814 -2.455
H20 3.658 -1.454 -1.482
H21 2.393 -1.781 -2.597
H22 1.011 -1.273 -1.477
H23 -0.877 -2.983 1.048
H24 -0.151 -1.950 2.264
H25 -0.209 -3.578 2.545
H26 3.305 -3.375 1.522
H27 2.225 -4.728 1.964
H28 2.135 -3.318 2.914